[1]
{
  "formula": "C36H32BrO5",
  "method": "ωB97M-V with the def2-TZVPD basis set",
  "symbols": ["O", "C", "C", "C", "C", "C", "C", "C", "C", "Br", "H", "H", "H", "H", "H", "H", "H", "H", "H", "H", "H", "H", "H", "H", "H", "H", "C", "C", "C", "C", "C", "C", "C", "O", "C", "C", "C", "C", "C", "C", "C", "O", "H", "H", "H", "H", "H", "H", "H", "H", "C", "C", "C", "C", "C", "C", "C", "O", "C", "C", "C", "C", "C", "C", "C", "O", "H", "H", "H", "H", "H", "H", "H", "H"],
  "coordinates": [[-3.018, 0.190, 1.336], [-1.817, 0.811, 1.800], [-0.645, -0.187, 1.841], [-0.881, -1.543, 1.168], [0.009, -2.650, 1.775], [-0.821, -3.636, 2.583], [0.037, -4.482, 3.511], [0.894, -3.739, 4.572], [-0.014, -3.096, 5.603], [0.679, -1.399, 6.274], [-3.729, 0.807, 1.488], [-1.562, 1.659, 1.159], [-1.992, 1.218, 2.801], [-0.349, -0.341, 2.879], [0.197, 0.298, 1.344], [-1.911, -1.860, 1.279], [-0.648, -1.448, 0.105], [0.561, -3.162, 0.978], [0.798, -2.131, 2.363], [-1.522, -3.041, 3.195], [-0.596, -5.191, 4.060], [0.721, -5.100, 2.917], [1.535, -2.996, 4.104], [1.555, -4.442, 5.091], [-0.985, -2.884, 5.168], [-0.154, -3.744, 6.463], [3.906, 6.546, -1.306], [3.328, 5.426, -1.894], [2.664, 4.496, -1.113], [2.581, 4.679, 0.261], [3.171, 5.797, 0.853], [3.828, 6.732, 0.063], [3.118, 6.004, 2.329], [3.620, 6.986, 2.838], [2.435, 4.968, 3.152], [2.409, 5.115, 4.533], [1.772, 4.168, 5.316], [1.154, 3.072, 4.726], [1.179, 2.915, 3.350], [1.820, 3.861, 2.559], [1.846, 3.670, 1.082], [1.289, 2.733, 0.555], [4.421, 7.274, -1.920], [3.396, 5.279, -2.963], [2.207, 3.622, -1.556], [4.276, 7.596, 0.532], [2.891, 5.972, 4.982], [1.757, 4.281, 6.392], [0.658, 2.331, 5.339], [0.710, 2.060, 2.882], [-4.803, -0.718, -3.410], [-3.820, -0.485, -2.454], [-2.551, -1.016, -2.615], [-2.263, -1.784, -3.735], [-3.256, -2.034, -4.688], [-4.524, -1.492, -4.522], [-2.987, -2.885, -5.878], [-3.843, -3.093, -6.715], [-1.627, -3.484, -6.014], [-1.362, -4.322, -7.090], [-0.105, -4.879, -7.238], [0.897, -4.595, -6.315], [0.639, -3.761, -5.242], [-0.625, -3.207, -5.084], [-0.884, -2.323, -3.907], [0.004, -2.049, -3.133], [-5.793, -0.300, -3.280], [-4.041, 0.103, -1.574], [-1.785, -0.847, -1.870], [-5.283, -1.687, -5.267], [-2.149, -4.532, -7.801], [0.098, -5.536, -8.073], [1.881, -5.031, -6.433], [1.406, -3.537, -4.514]],
  "lowdin_charge": [-0.09, -0.26, -0.19, -0.22, -0.33, -0.30, -0.32, -0.33, -0.63, 0.52, 0.07, 0.10, 0.10, 0.09, 0.09, 0.08, 0.09, 0.08, 0.07, 0.01, 0.07, 0.08, 0.06, 0.09, 0.04, 0.05, -0.07, -0.06, 0.00, -0.08, -0.08, -0.01, -0.28, 0.10, -0.09, -0.01, -0.06, -0.04, 0.02, -0.07, -0.27, 0.12, 0.10, 0.10, 0.12, 0.12, 0.12, 0.11, 0.11, 0.10, -0.06, -0.04, 0.02, -0.07, -0.09, -0.01, -0.28, 0.09, -0.08, -0.01, -0.07, -0.06, 0.00, -0.08, -0.27, 0.12, 0.10, 0.10, 0.11, 0.12, 0.12, 0.10, 0.10, 0.12],
  "e_homo_ev": -1.191,
  "largest_force_ev_per_a": 0.591,
  "charge": -1,
  "e_lumo_ev": 0.66,
  "mol_weight_g_mol": 624.551,
  "gap_ha": 0.06801
}

***

[2]
{
  "formula": "C42H41As2N3O5TeZn",
  "method": "ωB97M-V with the def2-TZVPD basis set",
  "symbols": ["Zn", "C", "C", "N", "O", "C", "C", "N", "O", "H", "H", "H", "H", "H", "H", "H", "C", "C", "As", "C", "C", "C", "C", "C", "C", "C", "C", "C", "C", "C", "C", "As", "C", "C", "C", "C", "C", "C", "C", "C", "C", "C", "C", "C", "H", "H", "H", "H", "H", "H", "H", "H", "H", "H", "H", "H", "H", "H", "H", "H", "H", "H", "H", "H", "H", "H", "H", "H", "Te", "C", "C", "C", "C", "C", "C", "C", "C", "C", "C", "C", "C", "H", "H", "H", "H", "H", "H", "H", "H", "H", "H", "O", "N", "O", "O"],
  "coordinates": [[-2.407, -0.391, 0.656], [-1.916, -0.639, 4.780], [-1.736, -1.007, 3.318], [-1.982, 0.145, 2.446], [-1.064, 1.196, 2.744], [-0.399, -1.804, 2.998], [0.219, -2.537, 4.198], [-2.145, -2.568, 1.560], [-1.326, -5.045, 1.246], [-2.880, -0.142, 4.905], [-1.131, 0.050, 5.099], [-1.888, -1.512, 5.432], [-1.580, 1.854, 3.224], [-0.499, -3.197, 4.682], [0.574, -1.816, 4.937], [1.077, -3.137, 3.890], [0.600, -0.266, -0.609], [0.976, 0.334, 0.746], [1.213, -0.637, 2.448], [-0.924, -2.737, 1.939], [-0.403, -4.118, 1.777], [-1.262, -4.950, 2.663], [-2.414, -4.439, 3.505], [-3.007, -3.246, 3.629], [-2.776, -2.017, 2.781], [2.465, -2.028, 1.846], [2.374, -2.785, 0.679], [3.360, -3.699, 0.339], [4.463, -3.873, 1.164], [4.576, -3.123, 2.325], [3.586, -2.206, 2.656], [2.157, -0.497, -1.805], [2.646, 1.395, -1.897], [3.909, 1.771, -1.449], [4.291, 3.109, -1.450], [3.411, 4.080, -1.903], [2.149, 3.713, -2.357], [1.771, 2.379, -2.351], [1.148, -0.592, -3.477], [1.696, -0.079, -4.652], [1.029, -0.213, -5.860], [-0.196, -0.866, -5.912], [-0.749, -1.381, -4.749], [-0.079, -1.248, -3.539], [-0.082, 0.413, -1.131], [0.084, -1.227, -0.533], [0.271, 1.113, 1.016], [1.942, 0.851, 0.688], [0.645, -4.357, 1.673], [-0.773, -5.805, 3.121], [-2.748, -5.197, 4.207], [-3.755, -3.153, 4.410], [-3.733, -1.525, 2.583], [1.523, -2.669, 0.016], [3.270, -4.269, -0.578], [5.234, -4.584, 0.897], [5.435, -3.247, 2.972], [3.685, -1.617, 3.561], [4.600, 1.014, -1.096], [5.277, 3.389, -1.100], [3.707, 5.122, -1.907], [1.455, 4.466, -2.714], [0.789, 2.102, -2.715], [2.647, 0.442, -4.623], [1.465, 0.195, -6.764], [-0.717, -0.971, -6.855], [-1.709, -1.882, -4.774], [-0.542, -1.641, -2.644], [-3.234, 2.231, -0.389], [-2.397, 2.460, -2.310], [-2.083, 1.347, -3.081], [-1.552, 1.519, -4.355], [-1.327, 2.795, -4.849], [-1.644, 3.906, -4.075], [-2.186, 3.743, -2.810], [-1.809, 3.398, 0.632], [-0.481, 3.415, 0.230], [0.456, 4.113, 0.977], [0.069, 4.785, 2.130], [-1.262, 4.776, 2.522], [-2.207, 4.090, 1.769], [-2.226, 0.347, -2.694], [-1.298, 0.649, -4.946], [-0.905, 2.925, -5.837], [-1.474, 4.904, -4.460], [-2.435, 4.611, -2.211], [-0.166, 2.878, -0.656], [1.492, 4.115, 0.662], [0.804, 5.319, 2.718], [-1.571, 5.312, 3.411], [-3.248, 4.099, 2.072], [-4.218, -1.179, -0.177], [-3.582, -1.512, -1.217], [-4.083, -2.051, -2.162], [-2.332, -1.190, -1.207]],
  "lowdin_charge": [0.63, -0.02, -0.48, -0.19, -0.18, -0.42, -0.10, 0.12, 0.04, 0.09, 0.08, 0.08, 0.08, 0.08, 0.07, 0.07, -0.44, -0.44, 1.39, -0.24, -0.18, -0.20, 0.00, -0.02, -0.27, -0.40, -0.18, -0.09, -0.09, -0.09, -0.14, 1.33, -0.41, -0.13, -0.09, -0.09, -0.08, -0.12, -0.40, -0.11, -0.09, -0.12, -0.11, -0.12, 0.04, 0.03, 0.01, 0.05, 0.13, 0.15, 0.11, 0.12, 0.14, 0.07, 0.11, 0.10, 0.10, 0.09, 0.09, 0.10, 0.10, 0.11, 0.09, 0.10, 0.10, 0.11, 0.12, 0.08, 1.49, -0.52, -0.12, -0.07, -0.07, -0.09, -0.14, -0.53, -0.14, -0.06, -0.07, -0.09, -0.16, 0.07, 0.06, 0.11, 0.10, 0.10, 0.07, 0.10, 0.10, 0.10, 0.10, -0.07, -0.52, 0.11, -0.16],
  "e_homo_ev": -7.961,
  "largest_force_ev_per_a": 0.697,
  "de_lowest_kcal_mol": 5.8,
  "e_lumo_ev": 0.30,
  "mol_weight_g_mol": 1010.640,
  "gap_ha": 0.30341
}